1.
14
Properties=species:S:1:pos:R:3 method="wB97M-V/def2-TZVPD" charge=0 homo_energy_ha=-0.3451 gap_ha=0.3677 largest_force_ha_per_bohr=0.0351 e_above_lowest_kj_mol=513.7 energy_ha=-490.1436
O -1.530 0.267 1.092
N -1.681 -0.699 0.323
N -1.482 -1.896 0.635
O -1.455 -2.755 -0.390
H -1.673 -0.466 -0.710
H -1.308 -2.300 -1.244
C 1.251 1.794 0.083
C 0.762 0.460 -0.403
O 0.196 0.268 -1.447
O 1.209 -0.639 0.304
H 2.336 1.811 0.134
H 0.840 1.984 1.073
H 0.912 2.571 -0.596
H 1.622 -0.400 1.145

***

2.
12
Properties=species:S:1:pos:R:3 method="wB97M-V/def2-TZVPD" charge=-1 homo_energy_ha=-0.0725 gap_ha=0.2305 largest_force_ha_per_bohr=0.1071 e_above_lowest_kj_mol=358.8 energy_ha=-605.7598
C -0.386 -0.494 0.235
C 0.196 0.896 0.596
N 0.705 -1.389 -0.181
N 1.900 -0.881 -0.493
O 2.750 -0.216 0.755
P 1.888 0.735 -0.368
H -0.811 -1.026 1.135
H -1.290 -0.410 -0.449
H -0.326 1.776 0.111
H 0.386 1.056 1.567
H 0.772 -2.267 0.220
H 0.841 0.865 -2.123

***

3.
12
Properties=species:S:1:pos:R:3 method="wB97M-V/def2-TZVPD" charge=+1 homo_energy_ha="-0.5329 / -0.4922" gap_ha="0.2942 / 0.2617" largest_force_ha_per_bohr=0.0908 e_above_lowest_kj_mol=193.1 energy_ha=-605.4398
N 0.358 1.948 0.220
P -1.030 1.290 0.004
C -0.555 -0.413 0.505
C 0.893 -0.707 0.160
N 1.680 0.421 -0.197
O 2.844 0.587 -0.013
H 0.567 2.933 0.150
H -1.689 1.670 -1.161
H -1.093 -1.122 -0.113
H -0.807 -0.701 1.468
H 1.563 -1.281 0.896
H 0.929 -1.113 -0.802

***

4.
12
Properties=species:S:1:pos:R:3 method="wB97M-V/def2-TZVPD" charge=0 homo_energy_ha="-0.3100 / -0.3100" gap_ha="0.2987 / 0.2987" largest_force_ha_per_bohr=0.1038 e_above_lowest_kj_mol=672.1 energy_ha=-662.5109
C -1.035 -0.605 -0.185
C -0.307 0.565 -0.979
N 1.151 1.192 0.930
N -0.034 -0.968 0.830
O 1.060 -1.326 0.053
S 1.458 0.118 -0.853
H -1.972 -0.407 0.421
H -1.302 -1.556 -0.674
H -0.638 0.639 -2.065
H -0.458 1.578 -0.454
H 1.908 0.940 1.556
H 0.170 -0.171 1.421

***

5.
12
Properties=species:S:1:pos:R:3 method="wB97M-V/def2-TZVPD" charge=0 homo_energy_ha=-0.3116 gap_ha=0.3321 largest_force_ha_per_bohr=0.0626 e_above_lowest_kj_mol=229.0 energy_ha=-662.6797
N 1.285 -0.022 0.468
C -0.061 -0.160 0.918
C -1.048 0.481 -0.075
S -2.106 1.656 0.292
N -0.818 0.046 -1.322
O 0.017 -0.991 -1.635
H 1.631 0.954 0.635
H 1.899 -0.593 1.076
H -0.207 0.185 1.925
H -0.152 -1.245 0.953
H -1.295 0.498 -2.085
H 0.855 -0.809 -1.152

***

6.
12
Properties=species:S:1:pos:R:3 method="wB97M-V/def2-TZVPD" charge=0 homo_energy_ha=-0.3226 gap_ha=0.3456 largest_force_ha_per_bohr=0.0794 e_above_lowest_kj_mol=343.7 energy_ha=-662.6360
C 1.125 0.515 -1.303
C 0.320 0.019 -0.121
N 0.467 -1.232 0.106
O -0.410 -1.617 1.142
N -0.506 0.996 0.572
S -2.250 0.496 0.848
H 1.894 1.165 -0.903
H 0.535 0.811 -2.183
H 1.697 -0.335 -1.572
H -0.163 -2.615 1.458
H -0.632 1.886 -0.065
H -2.076 -0.090 2.022

***

7.
12
Properties=species:S:1:pos:R:3 method="wB97M-V/def2-TZVPD" charge=0 homo_energy_ha=-0.3186 gap_ha=0.3250 largest_force_ha_per_bohr=0.1255 e_above_lowest_kj_mol=358.7 energy_ha=-662.6302
C 1.867 -0.394 1.098
N 0.883 -0.252 0.048
O 1.315 0.593 -0.968
C -0.418 -0.166 0.279
N -0.977 -0.835 1.274
S -1.407 0.597 -0.915
H 2.564 -1.288 0.719
H 2.488 0.775 1.168
H 1.317 -0.775 2.073
H 0.437 0.727 -1.514
H -2.050 -0.784 1.178
H -0.791 -1.977 1.249

***

8.
12
Properties=species:S:1:pos:R:3 method="wB97M-V/def2-TZVPD" charge=0 homo_energy_ha=-0.2958 gap_ha=0.3241 largest_force_ha_per_bohr=0.1069 e_above_lowest_kj_mol=532.0 energy_ha=-662.5642
C 0.859 -0.664 -1.419
C -0.139 -0.288 -0.239
N -0.868 0.737 -0.454
S -1.643 1.623 0.738
N -0.015 -0.728 1.017
O 0.027 0.426 1.935
H 1.960 -0.278 -1.048
H 0.956 -1.851 -1.826
H 1.015 0.040 -2.429
H -2.515 1.755 -0.255
H 0.902 -1.090 1.343
H -0.539 0.317 2.637

***

9.
12
Properties=species:S:1:pos:R:3 method="wB97M-V/def2-TZVPD" charge=0 homo_energy_ha="-0.2466 / -0.3235" s2=2.016 multiplicity=3 gap_ha="0.2731 / 0.2718" largest_force_ha_per_bohr=0.1830 e_above_lowest_kj_mol=384.5 energy_ha=-662.4222
C 1.356 -1.006 -0.166
C -1.185 -0.255 0.311
N 1.998 1.049 0.636
N 2.003 -0.190 0.362
O 1.478 1.825 -0.200
S -1.494 1.241 -0.358
H 1.903 -1.858 -0.561
H -1.845 -1.071 0.093
H -0.609 -0.258 1.243
H 0.133 -0.566 -0.131
H 2.023 1.237 1.653
H 0.091 1.640 -0.217

***

10.
11
Properties=species:S:1:pos:R:3 method="wB97M-V/def2-TZVPD" charge=+1 homo_energy_ha=-0.5431 gap_ha=0.3630 largest_force_ha_per_bohr=0.0145 e_above_lowest_kj_mol=119.7 energy_ha=-530.3651
C 1.934 0.008 -0.797
C 2.131 -0.201 0.370
N -0.981 1.289 0.120
N -1.335 -1.185 0.044
P -0.728 0.019 -0.855
H 1.972 0.206 -1.832
H 2.287 -0.400 1.393
H -1.389 1.238 1.044
H -0.729 2.227 -0.154
H -1.758 -1.066 0.954
H -1.405 -2.136 -0.288

***

11.
11
Properties=species:S:1:pos:R:3 method="wB97M-V/def2-TZVPD" charge=+1 homo_energy_ha="-0.4040 / -0.5722" s2=2.008 multiplicity=3 gap_ha="0.2558 / 0.2743" largest_force_ha_per_bohr=0.1189 e_above_lowest_kj_mol=11.3 energy_ha=-530.2330
C -0.661 1.012 -0.032
C -0.018 -1.284 -0.209
N 0.811 1.212 -0.296
N -1.111 -0.219 -0.141
P 1.632 -0.390 -0.115
H -1.105 2.001 0.000
H -0.178 -1.931 0.812
H -0.030 -1.890 -1.059
H 1.274 2.082 -0.288
H -2.131 -0.466 0.116
H 1.518 -0.128 1.211

***

12.
11
Properties=species:S:1:pos:R:3 method="wB97M-V/def2-TZVPD" charge=0 homo_energy_ha=-0.3017 gap_ha=0.3305 largest_force_ha_per_bohr=0.1733 e_above_lowest_kj_mol=409.0 energy_ha=-587.3482
H 0.420 -2.556 0.536
N -0.123 -1.673 0.894
C 0.095 -1.071 -0.326
N -0.364 0.290 -0.210
C 0.304 1.322 -0.690
S -1.210 0.522 1.152
H 0.274 -1.324 -1.407
H 0.773 1.041 -1.706
H -0.373 2.190 -0.648
H 0.988 1.741 0.167
H -0.784 -0.482 2.237

***

Q: Which of these has the lowest charge?
A: number 2

***

Q: Which value of charge does entry 11 give?
A: +1

***

Q: Which of these has the lowest charge?
A: number 2